# 1
C25H27AsCl2LuO | wB97M-V/def2-TZVPD

```
57
C25H27AsCl2LuO (wB97M-V/def2-TZVPD)
C -1.31 -2.77 3.81
C 0.86 -3.38 5.48
C -0.19 -4.28 5.35
C 3.84 1.95 3.73
H 4.68 0.28 2.63
H -0.92 0.57 5.87
H -2.92 0.95 2.05
C -3.92 2.02 5.17
C 1.40 0.69 3.36
C -2.83 1.58 5.90
H -0.50 0.13 -4.80
C -0.15 0.84 -2.05
H 1.64 -1.44 4.92
H -3.15 1.36 -2.97
C -2.56 0.55 -2.51
C 0.19 -0.40 -2.82
H 1.71 -3.61 6.13
H -1.50 1.81 -0.93
H -4.83 2.10 3.21
C -1.38 1.10 -1.73
H 4.01 -0.59 -1.16
H 2.71 3.47 4.78
H 2.52 -0.84 2.27
H 1.27 -0.49 -3.12
H -2.79 1.75 6.99
Cl 1.16 2.46 0.31
H -0.17 -5.23 5.88
Cl 0.77 -2.39 -0.55
As -0.29 -0.17 3.00
O -0.23 -0.26 1.31
H 4.80 2.46 3.85
H -0.10 -1.27 -2.19
C -1.76 0.93 5.28
C 1.44 1.90 4.05
H -0.57 -1.62 -4.41
C -0.74 -0.61 -4.01
C 3.59 -0.02 -0.29
C -2.89 1.14 3.14
H -2.83 -0.32 -4.47
H -4.74 2.54 5.66
H -2.52 -1.45 -3.14
C -3.97 1.79 3.77
H 0.66 1.51 -1.80
H -2.16 -2.51 3.17
C -1.79 0.75 3.87
C 0.84 -2.16 4.78
C -0.22 -1.89 3.91
C -2.23 -0.50 -3.58
C 2.67 2.53 4.24
H 4.16 0.94 -0.53
C 3.79 0.73 3.06
H 0.51 2.35 4.43
H -3.24 0.09 -1.75
H -2.12 -4.66 4.44
C 2.56 0.09 2.86
Lu 1.42 0.06 -0.30
C -1.29 -3.97 4.53
```

Total charge ... -1
Gap between HOMO and LUMO ... 3.65 eV
Energy relative to the best compared isomer or geometry (same formula, charge and spin) ... 44.3 kcal/mol

# 2
C25H27B2ClF4N8O6SY | wB97M-V/def2-TZVPD

```
75
C25H27B2ClF4N8O6SY (wB97M-V/def2-TZVPD)
C -5.18 4.72 0.52
C -5.56 2.33 0.51
O 3.07 0.69 0.86
O -1.62 1.69 -1.15
C -1.35 2.31 2.18
H -3.19 5.35 0.03
O 2.22 0.93 -1.95
H -6.23 1.49 0.63
Cl 0.79 2.28 -4.54
H 2.51 3.93 -6.05
N 1.11 0.15 -1.68
N -7.35 3.84 1.07
C -1.20 0.77 3.87
S -1.73 2.97 -0.38
H 2.23 -0.24 -4.03
H -7.74 4.76 0.99
H 5.35 5.17 -3.09
N -0.87 2.59 0.93
H 1.78 -3.65 3.20
H 3.35 -1.64 3.71
H -1.03 -3.72 -2.37
O -1.18 4.11 -1.04
N 1.94 -0.05 1.24
H 4.14 3.83 -1.39
H 0.84 2.48 -1.83
C 0.96 -1.85 2.39
C 3.79 3.86 -2.42
H -3.88 1.11 0.00
F 4.75 0.91 -0.70
B -2.17 -2.05 0.76
H -8.01 3.08 0.98
C -2.13 1.47 4.60
F -2.32 -0.58 0.81
H -5.55 5.73 0.65
C 2.15 -1.00 2.07
O -1.72 -2.37 -0.61
H -0.64 -2.86 -3.87
H 1.46 -1.82 -4.30
N -0.80 1.18 2.67
H 3.90 -2.18 2.13
H 1.28 -2.47 4.40
H 0.05 -3.40 3.52
C 1.93 -1.17 -3.56
C 1.00 -0.88 -2.43
O -1.16 -2.38 1.81
C 4.01 4.63 -4.68
N -0.06 -1.62 1.64
H -3.37 3.24 4.52
C -3.87 4.51 0.17
C 3.47 -1.34 2.67
H 0.65 -3.64 -2.96
C -0.09 -1.84 -2.08
C -2.63 2.62 4.01
C 2.65 3.14 -2.76
C 1.92 2.34 -1.73
H 2.24 2.61 -0.72
H 4.16 -0.50 2.61
C -3.40 3.21 -0.01
C -4.25 2.12 0.16
H 2.83 -1.66 -3.18
C -6.05 3.63 0.69
H -2.46 1.14 5.57
C 1.02 -2.91 3.44
C 4.47 4.61 -3.37
H -0.76 -0.15 4.25
C 2.88 3.91 -5.04
N -0.76 -1.52 -1.04
B 3.80 0.15 -0.19
C 2.21 3.17 -4.08
N -2.25 3.05 2.81
F -3.32 -2.68 1.04
H 4.53 5.21 -5.42
F 3.69 -1.13 -0.52
C -0.29 -3.09 -2.86
Y -0.31 0.43 0.31
```

Total charge ... +1
Gap between HOMO and LUMO ... 6.88 eV
Energy relative to the best compared isomer or geometry (same formula, charge and spin) ... 0.0 kcal/mol

Q: What is the gap between HOMO and LUMO in the first record?
A: 3.65 eV